#i
12
Properties=species:S:1:pos:R:3:lowdin_charge:R:1 method="wB97M-V/def2-TZVPD" e_homo_ev=-9.2 homo_lumo_gap_ev=9.410 charge=0
O 0.32 0.34 1.98 0.068
C 0.93 0.23 0.94 -0.541
C 2.39 0.36 0.59 -0.035
C 3.05 0.04 -0.39 0.161
C 0.82 -0.15 -0.41 0.118
C -2.61 -0.43 -0.36 -0.101
N -1.70 0.39 -0.04 0.027
H 3.78 -0.27 -1.11 0.073
H 0.62 0.67 -1.10 0.063
H -3.18 -1.03 0.36 0.069
H -2.87 -0.55 -1.42 0.061
H -1.54 0.39 0.97 0.036

#ii
12
Properties=species:S:1:pos:R:3:lowdin_charge:R:1 method="wB97M-V/def2-TZVPD" e_homo_ev=-10.7 smiles=C#C[C@@H](C#N)CO homo_lumo_gap_ev=10.232 charge=0
C 1.18 -1.67 0.50 0.175
C 0.94 -0.52 0.80 -0.062
C -0.39 -0.13 0.14 -0.349
C -1.43 -0.08 1.16 -0.187
N -2.26 -0.08 1.97 0.164
C -0.20 1.15 -0.65 -0.252
O 0.87 1.01 -1.55 -0.050
H 1.16 -2.66 0.12 0.069
H -0.71 -0.90 -0.58 0.144
H -0.04 1.97 0.06 0.132
H -1.09 1.33 -1.25 0.132
H 1.68 0.90 -1.04 0.085

#iii
12
Properties=species:S:1:pos:R:3:lowdin_charge:R:1 method="wB97M-V/def2-TZVPD" e_homo_ev=-9.7 smiles="N#CC/C=C/C=O" homo_lumo_gap_ev=9.128 charge=0
N 1.26 1.02 -1.94 0.189
C 0.19 0.73 -1.60 -0.237
C -1.16 0.38 -1.04 -0.111
C -0.46 -0.67 -0.23 -0.124
C -0.16 -0.41 1.06 -0.077
C 1.21 -0.39 1.59 -0.274
O 2.20 -0.44 0.89 0.040
H -1.48 1.26 -0.48 0.125
H -1.94 0.07 -1.74 0.120
H -0.01 -1.45 -0.84 0.129
H -0.94 0.04 1.65 0.106
H 1.29 -0.15 2.67 0.114

#iv
12
Properties=species:S:1:pos:R:3:lowdin_charge:R:1 method="wB97M-V/def2-TZVPD" e_homo_ev=-10.2 smiles="C=C=C(C#N)CO" homo_lumo_gap_ev=10.677 charge=0
C 0.92 1.79 -0.87 0.055
C 0.68 0.70 -0.21 -0.041
C 0.35 -0.47 0.27 -0.220
C 1.38 -1.43 0.59 -0.181
N 2.20 -2.21 0.82 0.155
C -1.11 -0.88 0.42 -0.225
O -1.99 -0.01 -0.24 -0.046
H 0.95 1.69 -1.96 0.079
H 1.10 2.77 -0.44 0.071
H -1.35 -0.97 1.49 0.129
H -1.25 -1.86 -0.04 0.132
H -1.87 0.88 0.13 0.092

Stability, lowest: #i

#i
12
Properties=species:S:1:pos:R:3:lowdin_charge:R:1 method="wB97M-V/def2-TZVPD" e_homo_ev=-10.8 smiles=C#C[C@@H](C#N)CO homo_lumo_gap_ev=11.483 charge=0
C 0.94 2.11 -0.32 0.151
C 0.64 0.95 -0.38 -0.110
C 0.33 -0.49 -0.40 -0.278
C 1.40 -1.17 0.34 -0.188
N 2.28 -1.63 0.94 0.164
C -1.08 -0.78 0.22 -0.225
O -2.00 0.24 -0.08 -0.050
H 1.24 3.13 -0.28 0.039
H 0.34 -0.85 -1.43 0.154
H -0.99 -0.95 1.30 0.127
H -1.49 -1.69 -0.24 0.129
H -1.67 1.05 0.34 0.086

#ii
12
Properties=species:S:1:pos:R:3:lowdin_charge:R:1 method="wB97M-V/def2-TZVPD" e_homo_ev=-8.7 smiles="O/C=C1/C=CN=C1" homo_lumo_gap_ev=8.535 charge=0
O 0.75 0.77 -2.34 0.004
C 0.64 1.04 -0.98 -0.056
C -0.16 0.25 -0.07 -0.299
C -0.11 0.60 1.25 -0.163
C -0.56 -0.41 1.93 -0.141
N -0.68 -1.50 0.98 0.018
C -0.33 -1.15 -0.27 -0.088
H 1.54 1.51 -2.47 0.192
H 1.18 1.80 -0.45 0.109
H 0.44 1.53 1.80 0.168
H -1.06 -0.49 2.94 0.117
H -0.24 -1.99 -1.04 0.141

Stability, lowest: #ii

#i
23
Properties=species:S:1:pos:R:3:lowdin_charge:R:1 method="wB97M-V/def2-TZVPD" e_homo_ev=-8.5 smiles="C=C=C(C)O.Fc1ccccc1" homo_lumo_gap_ev=9.371 charge=0
C -3.26 -0.63 -1.03 0.016
C -2.39 -0.15 -0.19 -0.069
C -1.52 0.31 0.66 -0.418
C -0.87 1.66 0.58 -0.015
O -1.18 -0.37 1.82 0.028
H -4.31 -0.43 -0.92 0.052
H -2.97 -1.25 -1.87 0.053
H -1.37 2.34 1.28 0.087
H -0.95 2.07 -0.42 0.089
H 0.17 1.58 0.87 0.074
H -1.63 -1.22 1.83 0.111
F -0.25 -2.19 -0.17 0.057
C 0.70 -1.23 -0.17 -0.304
C 1.62 -1.20 0.85 -0.015
C 2.63 -0.25 0.81 -0.082
C 2.72 0.64 -0.25 -0.101
C 1.78 0.58 -1.28 -0.089
C 0.77 -0.36 -1.25 -0.031
H 1.55 -1.90 1.67 0.121
H 3.37 -0.21 1.60 0.105
H 3.51 1.37 -0.28 0.101
H 1.84 1.27 -2.11 0.107
H 0.04 -0.42 -2.04 0.123

#ii
23
Properties=species:S:1:pos:R:3:lowdin_charge:R:1 method="wB97M-V/def2-TZVPD" e_homo_ev=-7.5 homo_lumo_gap_ev=8.245 charge=0
O 1.43 2.70 0.78 0.066
C 0.88 1.50 0.90 -0.176
C -0.14 0.89 0.29 -0.189
C -0.93 1.45 -0.82 -0.034
C -2.05 0.82 -1.27 -0.085
C -2.66 -0.24 -0.47 -0.085
C -1.93 -0.80 0.51 -0.098
C -0.52 -0.50 0.75 -0.308
C 0.28 -1.62 -0.03 -0.128
C 1.70 -1.42 0.37 -0.145
C 2.64 -0.76 -0.29 -0.149
F 2.31 -0.16 -1.47 -0.023
H 1.18 3.19 0.02 0.090
H 1.45 0.95 1.64 0.125
H -0.65 2.25 -1.53 0.113
H -2.54 1.09 -2.20 0.099
H -3.56 -0.57 -0.68 0.050
H -2.36 -1.76 1.06 0.150
H -0.37 -0.71 1.87 0.166
H -0.21 -2.56 0.52 0.156
H 0.23 -1.52 -1.16 0.147
H 2.12 -1.76 1.36 0.129
H 3.69 -0.45 -0.16 0.129

Stability, lowest: #ii

#i
54
Properties=species:S:1:pos:R:3:lowdin_charge:R:1 method="wB97M-V/def2-TZVPD" e_homo_ev=-9.6 smiles=CO.CO.CO.CO.CO.CO.CO.CO.CO homo_lumo_gap_ev=9.998 charge=0
C 10.15 9.04 5.12 -0.151
O 9.17 9.35 6.06 -0.129
H 9.81 8.66 4.20 0.061
H 10.79 9.87 4.82 0.082
H 10.85 8.24 5.51 0.105
H 9.21 10.29 6.22 0.052
C 7.46 6.10 10.63 -0.141
O 7.64 7.05 9.58 -0.139
H 6.44 6.06 10.95 0.066
H 7.71 5.08 10.24 0.086
H 8.15 6.42 11.44 0.089
H 6.95 7.05 8.93 0.051
C 12.91 10.18 8.91 -0.101
O 11.85 10.57 8.02 -0.174
H 13.13 9.10 8.68 0.105
H 13.73 10.81 8.67 0.063
H 12.67 10.30 9.93 0.042
H 11.04 10.03 8.14 0.044
C 9.21 12.33 14.87 -0.134
O 10.09 12.01 13.75 -0.168
H 8.17 12.47 14.50 0.079
H 9.33 11.49 15.56 0.078
H 9.50 13.27 15.29 0.066
H 10.94 12.33 14.12 0.023
C 9.75 10.09 10.72 -0.076
O 9.84 9.57 9.35 -0.158
H 9.09 10.91 10.73 0.068
H 9.35 9.42 11.43 0.058
H 10.78 10.41 10.89 0.074
H 8.99 9.10 9.14 0.091
C 9.77 13.39 6.55 -0.124
O 10.03 11.99 6.69 -0.152
H 9.64 13.84 7.56 0.086
H 10.54 13.87 5.98 0.071
H 8.76 13.50 6.15 0.077
H 10.86 11.80 7.15 0.043
C 6.38 8.50 6.29 -0.152
O 7.33 7.43 6.37 -0.136
H 6.75 9.24 6.93 0.052
H 6.30 8.89 5.31 0.061
H 5.40 8.14 6.54 0.077
H 8.14 7.97 6.41 0.025
C 6.37 9.79 13.60 -0.141
O 7.52 9.06 14.10 -0.147
H 6.42 10.85 13.83 0.065
H 6.31 9.72 12.53 0.057
H 5.46 9.30 13.93 0.076
H 8.32 9.57 13.82 0.073
C 13.06 10.97 14.89 -0.154
O 12.46 12.22 15.09 -0.131
H 13.78 10.97 14.03 0.084
H 13.64 10.61 15.80 0.096
H 12.30 10.20 14.63 0.091
H 13.04 12.84 15.51 0.091

#ii
54
Properties=species:S:1:pos:R:3:lowdin_charge:R:1 method="wB97M-V/def2-TZVPD" e_homo_ev=-9.4 smiles=CC(C)O.CC(C)O.CC(C)O.O.O.O.O.O.O homo_lumo_gap_ev=9.034 charge=0
C -13.21 23.85 1.53 -0.027
C -13.21 24.77 2.82 -0.524
C -14.42 24.55 3.65 -0.067
O -12.08 24.63 3.57 -0.034
H -13.61 24.45 0.71 0.068
H -13.84 22.97 1.59 0.052
H -12.25 23.38 1.34 0.071
H -13.22 25.84 2.59 0.128
H -14.22 24.92 4.66 0.083
H -14.69 23.51 3.81 0.059
H -15.27 24.87 3.04 0.087
H -11.35 25.20 3.34 0.098
C -17.85 20.48 7.22 -0.065
C -17.64 20.29 8.71 -0.498
C -16.98 18.88 8.99 -0.035
O -16.80 21.25 9.24 -0.054
H -17.04 20.36 6.50 0.051
H -18.24 21.45 6.92 0.054
H -18.56 19.76 6.82 0.085
H -18.58 20.42 9.25 0.133
H -16.11 18.78 8.34 0.074
H -17.70 18.08 8.80 0.072
H -16.65 18.89 10.03 0.070
H -17.22 22.05 8.93 0.028
C -17.27 21.50 1.09 -0.059
C -17.53 20.62 2.30 -0.456
C -16.63 20.90 3.54 -0.047
O -18.83 20.85 2.80 -0.065
H -16.22 21.49 0.80 0.067
H -17.52 22.55 1.25 0.076
H -17.65 21.28 0.09 0.074
H -17.43 19.56 2.04 0.137
H -15.58 20.91 3.27 0.076
H -16.75 20.17 4.34 0.071
H -16.79 21.90 3.94 0.061
H -18.86 21.81 2.90 0.069
O -20.36 23.03 6.23 -0.038
H -20.21 23.98 6.26 -0.002
H -20.26 22.80 5.31 0.035
O -16.44 23.64 5.95 -0.061
H -17.29 24.08 5.93 -0.002
H -15.96 24.07 6.65 0.002
O -18.51 25.54 6.07 -0.029
H -18.30 26.05 5.29 0.069
H -18.87 26.18 6.69 0.064
O -18.32 23.51 8.71 -0.015
H -18.82 24.02 8.07 0.017
H -18.44 23.99 9.53 0.063
O -14.91 25.12 7.94 -0.033
H -14.03 24.73 7.91 0.055
H -14.94 25.59 8.77 0.046
O -14.66 21.57 6.43 -0.062
H -15.35 22.11 6.05 -0.033
H -15.01 21.32 7.29 0.012

Stability, lowest: #i

#i
54
Properties=species:S:1:pos:R:3:lowdin_charge:R:1 method="wB97M-V/def2-TZVPD" e_homo_ev=-9.8 smiles=CO.CO.CO.CO.CO.CO.CO.CO.CO homo_lumo_gap_ev=10.370 charge=0
C 9.97 7.63 11.60 -0.129
O 8.61 7.37 11.78 -0.151
H 10.13 8.60 11.91 0.058
H 10.59 7.05 12.31 0.082
H 10.37 7.49 10.60 0.083
H 8.10 6.72 11.26 0.050
C 12.40 5.59 8.30 -0.158
O 12.01 6.43 7.25 -0.148
H 13.25 4.93 7.89 0.108
H 12.65 6.18 9.21 0.084
H 11.64 4.93 8.57 0.040
H 11.45 7.17 7.56 0.044
C 5.85 7.37 16.91 -0.130
O 6.22 7.64 15.53 -0.158
H 5.03 6.67 16.94 0.068
H 6.65 6.91 17.47 0.066
H 5.62 8.30 17.34 0.061
H 6.88 6.98 15.17 0.050
C 8.65 6.13 4.92 -0.145
O 9.36 6.60 6.07 -0.143
H 7.68 5.68 5.22 0.071
H 8.41 7.08 4.39 0.084
H 9.23 5.38 4.35 0.081
H 10.23 6.27 6.22 0.016
C 7.21 8.80 9.45 -0.132
O 8.23 9.80 9.30 -0.120
H 7.15 8.41 10.45 0.063
H 6.29 9.25 9.18 0.067
H 7.30 7.98 8.78 0.077
H 8.06 10.30 10.12 0.106
C 7.56 4.50 9.79 -0.081
O 7.01 5.68 10.41 -0.150
H 8.62 4.72 9.67 0.071
H 7.47 3.64 10.44 0.079
H 7.01 4.37 8.81 0.102
H 6.50 5.37 11.16 0.043
C 9.30 5.36 14.39 -0.089
O 8.01 5.85 13.92 -0.160
H 9.80 4.76 13.56 0.107
H 9.95 6.16 14.72 0.074
H 9.20 4.65 15.23 0.084
H 8.34 6.37 13.18 0.019
C 11.59 10.03 8.73 -0.140
O 10.84 8.93 8.30 -0.139
H 11.47 10.87 8.05 0.084
H 11.24 10.28 9.69 0.055
H 12.61 9.74 8.89 0.084
H 9.90 9.11 8.45 0.051
C 4.69 4.98 13.29 -0.137
O 5.96 4.43 12.94 -0.165
H 4.25 5.48 12.41 0.083
H 4.00 4.25 13.66 0.069
H 4.89 5.70 14.10 0.074
H 6.66 5.03 13.33 0.036

#ii
54
Properties=species:S:1:pos:R:3:lowdin_charge:R:1 method="wB97M-V/def2-TZVPD" e_homo_ev=-10.2 smiles=CO.CO.CO.CO.CO.CO.CO.CO.CO homo_lumo_gap_ev=10.318 charge=0
C -10.21 8.70 -9.85 -0.192
O -9.61 8.83 -11.09 -0.112
H -11.28 8.91 -9.78 0.077
H -10.06 7.65 -9.60 0.071
H -9.71 9.26 -9.05 0.077
H -10.26 8.77 -11.80 0.078
C -11.64 5.49 1.99 -0.130
O -12.20 6.23 0.87 -0.146
H -10.61 5.24 1.77 0.069
H -11.77 6.12 2.88 0.073
H -12.15 4.53 2.08 0.075
H -11.85 7.12 0.85 0.058
C -2.72 8.50 -1.81 -0.185
O -3.42 8.07 -0.68 -0.120
H -3.09 9.51 -1.99 0.080
H -1.65 8.64 -1.62 0.075
H -2.82 7.84 -2.67 0.076
H -2.92 7.43 -0.17 0.076
C -9.37 14.00 -6.20 -0.182
O -9.69 14.07 -7.56 -0.121
H -8.52 14.67 -6.11 0.072
H -10.16 14.42 -5.58 0.072
H -9.08 13.04 -5.77 0.080
H -9.97 14.94 -7.86 0.079
C -2.30 0.99 -1.68 -0.180
O -2.52 -0.16 -0.88 -0.117
H -1.66 1.69 -1.15 0.073
H -1.89 0.83 -2.68 0.080
H -3.20 1.61 -1.63 0.072
H -3.19 -0.68 -1.33 0.074
C -7.83 6.79 -3.39 -0.157
O -7.12 5.88 -2.55 -0.133
H -7.29 7.73 -3.53 0.076
H -8.03 6.23 -4.31 0.078
H -8.82 7.03 -2.99 0.070
H -6.89 6.39 -1.77 0.066
C -10.36 1.47 -1.89 -0.164
O -9.16 1.64 -1.14 -0.123
H -11.11 2.21 -1.63 0.067
H -10.19 1.78 -2.92 0.072
H -10.78 0.47 -1.79 0.080
H -8.71 2.37 -1.57 0.066
C -12.11 11.39 1.52 -0.205
O -11.24 10.79 0.63 -0.104
H -11.89 12.41 1.82 0.075
H -13.13 11.39 1.12 0.083
H -12.13 10.86 2.47 0.072
H -10.34 10.98 0.88 0.081
C -4.07 2.76 3.61 -0.188
O -3.17 1.71 3.58 -0.113
H -3.52 3.68 3.82 0.073
H -4.44 2.96 2.61 0.076
H -4.86 2.53 4.33 0.082
H -3.19 1.48 2.65 0.069

#iii
54
Properties=species:S:1:pos:R:3:lowdin_charge:R:1 method="wB97M-V/def2-TZVPD" e_homo_ev=-8.1 homo_lumo_gap_ev=8.312 charge=0
C 1.71 -1.35 -1.75 -0.168
O 2.29 -1.90 -2.97 -0.092
H 0.76 -1.85 -1.58 0.085
H 2.30 -1.65 -0.89 0.058
H 1.55 -0.27 -1.73 0.079
H 1.88 -1.52 -3.75 0.071
C 1.94 -1.20 2.44 -0.140
O 1.35 -1.80 1.30 -0.175
H 3.00 -1.45 2.56 0.092
H 1.86 -0.12 2.52 0.079
H 1.40 -1.67 3.26 0.091
H 0.50 -2.15 1.59 -0.310
C -1.22 -1.48 2.36 -0.064
O -0.30 -2.50 2.07 0.049
H -1.98 -1.38 1.59 0.074
H -1.66 -1.70 3.33 0.109
H -0.59 -0.60 2.51 0.094
H -0.79 -3.32 2.02 0.169
C -3.78 -2.38 -0.84 -0.117
O -2.67 -2.03 0.00 -0.208
H -4.24 -3.36 -0.76 0.080
H -4.52 -1.65 -0.52 0.095
H -3.54 -2.20 -1.89 0.079
H -1.86 -2.17 -0.50 0.070
C 3.27 -0.12 -0.02 -0.197
O 3.79 0.79 0.94 -0.126
H 3.00 -1.03 0.52 0.061
H 2.36 0.17 -0.54 0.021
H 4.02 -0.28 -0.80 0.116
H 4.10 1.55 0.44 0.081
C -0.22 -0.08 0.23 -0.062
O -0.75 1.19 -0.18 0.005
H 0.28 -0.06 1.20 0.064
H -1.06 -0.77 0.17 0.063
H 0.50 -0.49 -0.49 0.036
H -0.12 1.86 0.08 -0.190
C -2.40 0.02 -1.82 -0.183
O -1.96 1.32 -1.73 -0.144
H -1.63 -0.67 -2.14 0.086
H -2.87 -0.27 -0.88 0.068
H -3.20 -0.04 -2.56 0.088
H -1.33 1.37 -1.01 -0.281
C -1.03 3.58 -1.10 -0.133
O -2.30 4.22 -1.10 -0.094
H -0.66 3.52 -0.08 0.068
H -1.10 2.59 -1.57 0.053
H -0.34 4.25 -1.61 0.096
H -2.12 5.11 -1.39 0.062
C 1.72 2.20 0.71 -0.041
O 0.34 2.52 0.80 -0.063
H 2.32 2.60 1.53 0.117
H 1.73 1.11 0.71 0.039
H 2.09 2.50 -0.27 0.125
H 0.22 3.03 1.61 0.164

Stability, lowest: #iii

#i
15
Properties=species:S:1:pos:R:3:lowdin_charge:R:1 method="wB97M-V/def2-TZVPD" e_homo_ev=-9.0 smiles=CCPS.C#C homo_lumo_gap_ev=9.939 charge=0
C -1.12 1.99 -0.26 -0.216
C -1.27 0.54 -0.66 -0.618
P -0.14 -0.61 0.06 0.533
S 1.57 0.20 -0.85 0.358
H -0.98 2.16 0.86 0.088
H -0.42 2.71 -0.73 0.071
H -1.99 2.56 -0.42 0.035
H -1.17 0.50 -1.70 0.033
H -2.34 0.35 -0.40 0.087
H -0.23 0.03 1.20 -0.140
H 2.03 -1.05 -0.90 -0.240
C 3.34 -2.68 1.69 -0.010
C 3.90 -1.81 2.32 0.009
H 2.97 -3.58 1.20 0.028
H 4.22 -0.98 2.79 -0.017

#ii
15
Properties=species:S:1:pos:R:3:lowdin_charge:R:1 method="wB97M-V/def2-TZVPD" e_homo_ev=-7.2 smiles="C=[P@@H]1CCCS1" homo_lumo_gap_ev=7.960 charge=0
C 2.18 0.76 1.25 -0.364
P 0.76 1.03 0.33 0.521
C -0.55 -0.20 0.64 -0.365
C -1.20 -0.43 -0.70 -0.402
C -0.08 -0.74 -1.60 -0.550
S 1.01 0.79 -1.77 0.596
H 3.03 1.33 0.93 -0.053
H 2.06 0.44 2.35 0.003
H 0.09 2.26 0.37 -0.022
H -1.34 -0.20 1.41 0.094
H -0.03 -1.23 0.80 0.116
H -1.76 0.41 -1.11 0.102
H -1.92 -1.36 -0.71 0.151
H 0.62 -1.52 -1.01 0.122
H -0.40 -1.09 -2.54 0.052

Stability, lowest: #i

#i
20
Properties=species:S:1:pos:R:3:lowdin_charge:R:1 method="wB97M-V/def2-TZVPD" e_homo_ev=-8.1 homo_lumo_gap_ev=8.639 charge=0
C 2.13 -0.33 -1.85 -0.079
N 0.95 0.48 -2.03 0.021
C -0.03 0.58 -1.10 -0.439
N -1.05 1.36 -1.19 0.042
O -1.04 2.14 -2.38 -0.080
O 0.19 -0.24 -0.06 0.058
C -0.69 -0.42 1.03 -0.420
C -0.26 -1.56 1.88 -0.081
C -0.10 -1.23 3.17 -0.363
S -0.51 0.44 3.62 0.959
C -1.13 0.65 2.04 -0.423
C -2.03 0.16 1.21 0.067
H 2.66 -0.07 -0.92 0.087
H 1.86 -1.39 -1.79 0.083
H 2.80 -0.18 -2.69 0.084
H 0.92 1.16 -2.77 0.124
H -1.90 2.57 -2.36 0.085
H 0.01 -2.52 1.47 0.110
H 0.21 -1.88 3.96 0.065
H -2.98 0.28 0.75 0.100

#ii
20
Properties=species:S:1:pos:R:3:lowdin_charge:R:1 method="wB97M-V/def2-TZVPD" e_homo_ev=-8.2 homo_lumo_gap_ev=8.472 charge=0
C 2.33 -0.33 -0.43 -0.091
N 1.45 0.74 -0.01 0.013
C 0.11 0.58 -0.31 -0.374
N -0.82 1.50 -0.19 0.023
O -0.39 2.80 0.23 -0.070
O -0.28 -0.71 -0.58 0.033
C -1.67 -0.93 -0.39 -0.512
C -2.19 -0.73 0.98 -0.143
C -3.18 0.10 1.17 -0.377
S -3.74 0.80 -0.35 0.956
C -2.75 -0.30 -1.21 -0.395
C -2.41 -1.65 -1.37 0.109
H 2.92 -0.10 -1.32 0.083
H 2.98 -0.49 0.53 0.118
H 1.68 -1.13 -0.61 0.053
H 1.87 1.65 -0.21 0.136
H -1.16 3.26 0.62 0.085
H -1.75 -1.22 1.84 0.117
H -3.68 0.07 2.15 0.096
H -2.35 -2.54 -2.09 0.138

Stability, lowest: #ii

#i
12
Properties=species:S:1:pos:R:3:lowdin_charge:R:1 method="wB97M-V/def2-TZVPD" e_homo_ev=-10.1 smiles="NC(=O)COC=O" homo_lumo_gap_ev=10.844 charge=0
N -0.39 -1.22 0.07 0.130
C -0.78 0.01 0.60 -0.504
O -1.91 0.27 0.90 0.112
C 0.44 0.96 0.66 -0.068
O 1.32 0.49 -0.36 -0.048
C 0.58 0.14 -1.45 -0.367
O -0.48 0.64 -1.72 0.070
H -1.08 -1.77 -0.40 0.127
H 0.47 -1.67 0.37 0.121
H 0.12 1.99 0.49 0.139
H 0.95 0.88 1.62 0.137
H 1.10 -0.60 -2.07 0.151

#ii
12
Properties=species:S:1:pos:R:3:lowdin_charge:R:1 method="wB97M-V/def2-TZVPD" e_homo_ev=-10.1 smiles="NC(=O)COC=O" homo_lumo_gap_ev=10.887 charge=0
N 1.80 -0.01 -0.06 0.152
C 0.72 -0.72 0.40 -0.530
O 0.67 -1.25 1.49 0.077
C -0.44 -0.87 -0.58 -0.071
O -1.59 -0.10 -0.19 -0.007
C -1.42 1.15 0.25 -0.324
O -0.38 1.75 0.30 0.077
H 1.58 0.72 -0.73 0.094
H 2.40 0.33 0.69 0.114
H -0.17 -0.64 -1.62 0.131
H -0.79 -1.90 -0.52 0.136
H -2.39 1.55 0.58 0.150

Stability, lowest: #i